1.
C5H10I2 | ωB97M-V with the def2-TZVPD basis set

Geometry (Å):
C 1.4212 0.7176 -2.3045
C -0.5036 0.2846 2.1477
C -1.6821 -1.2851 0.4776
C 1.6601 0.0014 -1.0404
C -1.1180 0.0371 0.8289
I 2.8360 0.8486 0.4601
I -1.8297 1.6803 -0.2708
H 0.4791 0.3746 -2.7393
H 2.2082 0.5197 -3.0449
H 1.3652 1.7930 -2.1504
H -1.1568 -0.0558 2.9585
H -0.2771 1.3365 2.3038
H 0.4312 -0.2775 2.2378
H -1.0995 -2.0740 0.9494
H -2.7188 -1.3846 0.8209
H -1.6883 -1.4404 -0.6002
H 1.6729 -1.0759 -1.0344

Summary:
Orbital gap (spin up / spin down) ... 7.52 / 8.23 eV
ΔE to the lowest compared entry with this formula, charge and spin ... 237.70 kJ/mol
Total charge ... 0
LUMO (spin up / spin down) ... 0.08 / 0.34 eV


2.
C33H85InN6NaO12S | ωB97M-V with the def2-TZVPD basis set

Geometry (Å):
In 2.7107 2.2112 3.1044
Na -0.9544 0.1892 0.7323
C 1.7281 -0.5669 -1.3770
C 2.0335 0.7028 -0.6488
O 1.3552 0.9502 0.5482
H 0.7421 -0.5704 -1.8417
H 1.9284 -1.3505 -0.6462
H 2.3953 -0.6815 -2.2312
H 2.0811 1.5614 -1.3186
H 3.0789 0.5704 -0.3702
S -0.8325 2.4432 3.0281
O 0.2459 3.3604 2.6094
O -1.6857 2.0480 1.9548
O -0.0036 1.3327 3.4856
O -1.5679 3.0814 4.1222
C -2.9468 6.1408 -0.4362
C -2.8925 4.8428 0.4008
C -4.2740 4.1243 0.5337
O -5.3081 4.8089 1.2938
C -5.1695 4.7943 2.6894
N -1.8246 4.0101 -0.0836
H -1.9748 6.6098 -0.5892
H -3.6021 6.8827 0.0202
H -3.3683 5.8824 -1.4076
H -2.6332 5.0240 1.4440
H -4.2292 3.1416 1.0032
H -4.6069 3.9560 -0.4905
H -6.1527 4.6974 3.1499
H -4.5298 5.6054 3.0375
H -4.6982 3.9061 3.1101
H -1.0401 4.6350 0.0360
H -1.6593 3.1460 0.4125
C -3.3563 0.3010 -2.3165
C -2.1716 1.1471 -2.6264
C -2.5999 2.4670 -3.2774
O -3.0771 2.1292 -4.6618
C -2.1217 1.8752 -5.6874
N -1.4764 1.4013 -1.4440
H -3.0148 -0.6816 -1.9907
H -3.8939 0.1415 -3.2513
H -3.9396 0.9395 -1.6530
H -1.4722 0.5959 -3.2550
H -1.8037 3.2075 -3.3538
H -3.2660 3.0198 -2.6150
H -1.7694 0.8524 -5.5537
H -1.2859 2.5749 -5.6805
H -2.6899 1.9917 -6.6103
H -0.6215 1.8994 -1.6464
H -2.1013 2.1280 -1.1251
C 5.2372 -2.3541 2.9122
C 4.1082 -1.3400 3.0024
C 3.5806 -1.2359 4.4627
O 2.4498 -0.3965 4.3822
C 1.5916 -0.8303 5.4791
N 4.5654 -0.0712 2.6059
H 5.4992 -2.4898 1.8629
H 4.9245 -3.3088 3.3351
H 6.2044 -2.2314 3.3997
H 3.3667 -1.6148 2.2522
H 4.3086 -0.9437 5.2195
H 3.2743 -2.2595 4.6785
H 2.0132 -0.7042 6.4763
H 1.1261 -1.8101 5.3735
H 0.7853 -0.1003 5.4070
H 5.1371 0.2990 3.3517
H 5.1269 -0.1337 1.7687
C 3.9237 6.1825 1.5713
C 2.4518 5.8275 1.8061
C 1.5904 7.0937 1.4631
O 0.3360 6.6333 2.0535
C -0.7548 7.5856 2.0094
N 2.1604 4.6239 1.0359
H 4.1685 6.8583 2.3907
H 4.2121 6.4405 0.5523
H 4.4736 5.2918 1.8749
H 2.3147 5.6907 2.8788
H 1.4440 7.2623 0.3962
H 1.9010 7.9949 1.9917
H -0.7746 8.3674 2.7688
H -1.7212 7.1169 2.1949
H -0.7824 8.0703 1.0335
H 1.8199 4.8973 0.1252
H 1.2496 4.4718 1.4452
C -1.9067 -3.7157 0.6666
C -1.2602 -2.8615 1.7902
C -0.7915 -3.6555 3.0475
O 0.0634 -4.6933 2.5608
C 0.9065 -5.2525 3.5755
N -0.1759 -2.0264 1.3192
H -2.2067 -3.0532 -0.1453
H -2.8025 -4.1776 1.0816
H -1.2137 -4.4342 0.2289
H -2.0465 -2.2040 2.1610
H -1.5262 -3.9602 3.7928
H -0.0915 -2.9451 3.4872
H 1.4999 -6.0253 3.0870
H 0.2312 -5.6017 4.3567
H 1.5418 -4.5765 4.1478
H 0.3485 -1.7797 2.1464
H 0.5140 -2.6585 0.9387
C 0.3868 -3.1955 -3.3199
C 0.4860 -4.7223 -3.5535
C 0.4169 -4.8352 -5.0697
C 1.7697 -4.6326 -5.7212
C 2.8521 -5.5271 -5.1025
C 3.0451 -5.3063 -3.5434
N 1.6865 -5.3285 -2.9803
O 1.6708 -5.2537 -1.5912
C 3.8026 -6.5202 -3.0255
C 3.9257 -4.0956 -3.2513
C -0.7885 -5.4439 -2.9646
H -0.4981 -2.7424 -3.7667
H 0.4525 -3.0730 -2.2388
H 1.3151 -2.7761 -3.7080
H -0.1161 -5.7388 -5.3657
H -0.2223 -4.0550 -5.4830
H 1.5178 -4.6850 -6.7804
H 2.1394 -3.6083 -5.6723
H 3.8078 -5.2609 -5.5541
H 2.8398 -6.6100 -5.2260
H 3.4125 -7.4821 -3.3581
H 3.7235 -6.6481 -1.9459
H 4.8382 -6.5668 -3.3624
H 4.9560 -4.2061 -3.5893
H 4.0148 -3.8856 -2.1854
H 3.5709 -3.1740 -3.7125
H -0.7162 -6.5185 -2.7967
H -1.0953 -4.9504 -2.0424
H -1.6377 -5.3272 -3.6379
H 1.3844 -6.1045 -1.2511
C -5.7463 -0.8112 0.8861
C -5.1483 0.4116 1.6263
O -3.8726 0.5374 1.1444
H -6.6108 -1.1884 1.4323
H -5.1382 -1.7112 0.7950
H -6.0359 -0.4794 -0.1110
H -5.1937 0.2041 2.6954
H -5.7922 1.2675 1.4243
H -3.4834 1.3012 1.5763

Summary:
Orbital gap ... 1.99 eV
Total charge ... +1
LUMO ... -7.96 eV


no.,F_max (eV Å⁻¹)
1,0.64
2,3.82